# 1
The following is a DFT calculation (wB97M-V/def2-TZVPD) of a molecular structure, C32H43BrN2P2Zn at a distorted geometry.

Structure (ORCA input):
```
! RIJCOSX wB97M-V def2-TZVPD def2/J DEFGRID3
* xyz 2 1
C 2.62061 4.20267 -1.01364
C 1.55500 3.49441 -1.65469
C 1.65194 3.47539 -3.07656
C 2.81982 3.93193 -3.71918
N 3.84459 4.46844 -3.07464
C 3.73895 4.62265 -1.76208
C 0.34546 3.00369 -0.89968
C -0.67338 3.22247 -0.20189
C -1.91559 2.90539 0.53419
C -1.86961 2.01631 1.62537
C -2.93208 1.08927 1.82195
C -4.08162 1.28588 0.99619
C -4.36248 2.55047 0.46695
C -3.21754 3.33626 0.18589
Zn -2.49962 -0.91182 1.21458
P 1.52057 -0.50886 -0.26431
H 0.84752 3.17095 -3.73148
H 2.60516 4.52060 0.02270
H 2.93846 3.90207 -4.80448
H 4.58449 5.14791 -1.31155
H -3.35345 4.23937 -0.39666
H -0.91048 1.76533 2.01201
H -5.36377 2.93735 0.18540
H -2.97088 0.48168 2.78672
C 2.32495 -2.18160 0.01417
C 3.52509 -2.61598 -0.81609
H 1.49814 -2.88738 -0.15205
H 2.57515 -2.22675 1.08353
H 3.76475 -3.66309 -0.57767
H 3.34067 -2.57744 -1.89736
H 4.43215 -2.03634 -0.59493
C 1.89696 -0.12218 -2.05886
C 3.29138 0.33357 -2.47877
H 1.17879 0.67806 -2.28857
H 1.59933 -1.00170 -2.64825
H 3.29816 0.51994 -3.56454
H 3.58175 1.28119 -2.00389
H 4.06999 -0.41719 -2.28243
C 2.67134 0.65772 0.63646
C 4.16000 0.31787 0.75355
H 2.23158 0.70472 1.64979
H 2.53165 1.65665 0.18709
H 4.64770 1.07545 1.38403
H 4.32782 -0.65689 1.22813
H 4.67734 0.33400 -0.21519
Br -5.09427 -0.46430 0.70007
P -1.72410 -1.74234 -1.35294
C -0.68228 -2.64967 -2.56905
C -1.29594 -3.90488 -3.17609
H 0.27001 -2.89397 -2.06014
H -0.43141 -1.91594 -3.35115
H -0.51317 -4.36084 -3.79653
H -1.61322 -4.62622 -2.40940
H -2.14968 -3.66774 -3.82881
C -2.86318 -2.94713 -0.62056
C -4.14883 -3.17158 -1.36836
H -3.11008 -2.63445 0.44673
H -2.29786 -3.88441 -0.54090
H -4.75710 -3.85050 -0.77756
H -4.73242 -2.26847 -1.50512
H -3.99598 -3.64927 -2.32919
C -2.69636 -0.51358 -2.25738
C -3.13586 -0.93537 -3.64297
H -2.06732 0.38586 -2.31118
H -3.54067 -0.24586 -1.61068
H -3.70039 -0.11085 -4.08413
H -2.29285 -1.15320 -4.30451
H -3.79848 -1.80569 -3.64395
N -0.87090 -1.10433 2.73471
C -0.19316 -0.78579 3.64312
C 0.03765 -0.37877 5.02009
C -1.12762 0.01488 5.70776
C -1.12168 0.20524 7.08552
C 0.09187 0.06924 7.76473
C 1.29892 -0.18357 7.08444
C 1.27253 -0.40157 5.70156
H -2.05504 0.17296 5.14993
H -2.05999 0.46508 7.59425
H 0.10576 0.17408 8.83500
H 2.24639 -0.19639 7.63369
H 2.19995 -0.56306 5.13973
*
```

HOMO-LUMO gap in Eh: 0.1966
Molecular weight in g mol⁻¹: 662.952
Strongest force on any atom in Eh/bohr: 0.06405
Highest occupied orbital energy in eV: -12.61

Atom charges from the Mulliken analysis, given in e for atoms 1 to 5: C -0.124; C 0.485; C -0.469; C -0.365; N -0.546

***

# 2
The following is a DFT calculation (wB97M-V/def2-TZVPD) of a molecular structure, C41H42BBrN6OPS2TeV.

Structure (ORCA input):
```
! RIJCOSX wB97M-V def2-TZVPD def2/J DEFGRID3
* xyz 1 4
V 0.60339 -1.39527 0.80400
C -2.36817 -2.18645 -4.00377
C -2.31871 -2.07722 -2.50495
C -3.41268 -2.38262 -1.70391
C -3.34691 -2.23520 -0.32857
C -2.15683 -1.77159 0.18202
Br -1.85894 -1.62283 2.05323
N -1.09122 -1.46603 -0.54090
C -1.16972 -1.62675 -1.87042
H -3.14294 -2.88146 -4.32530
H -1.41069 -2.52033 -4.40556
H -2.58343 -1.21114 -4.44654
H -4.32772 -2.74637 -2.15872
H -4.17720 -2.47799 0.31897
H -0.27647 -1.37978 -2.43258
C -1.15944 -5.33171 -1.87534
N 0.27396 -5.13394 -1.75221
C 1.19805 -5.56519 -2.69148
C 2.41172 -5.39440 -2.13714
N 2.24174 -4.87362 -0.86620
B 3.38735 -4.81403 0.18401
N 4.11686 -3.40323 0.22653
C 5.34914 -3.32149 0.84794
C 5.71355 -2.02353 0.90364
N 4.69107 -1.30734 0.31246
C 4.68425 0.13184 0.10128
C 3.72468 -2.16621 -0.09332
S 2.29840 -1.66094 -0.93818
C 0.92775 -4.70090 -0.64637
S 0.14452 -4.08104 0.76029
H -1.50138 -4.95716 -2.83946
H -1.65572 -4.79494 -1.07318
H -1.39953 -6.39142 -1.79583
H 0.89914 -5.95881 -3.64812
H 3.39209 -5.60980 -2.52458
H 4.22997 -5.61519 -0.14477
H 2.93863 -5.04548 1.27693
H 5.85610 -4.20524 1.19817
H 6.59644 -1.54616 1.29423
H 5.44329 0.57846 0.73916
H 3.71377 0.54096 0.36585
H 4.89358 0.37436 -0.93978
O 2.26261 -3.01799 2.68290
N 1.96254 -1.69732 2.39223
C 2.61026 -0.93959 3.18920
C 2.64735 0.52909 3.30882
C 3.54193 0.97098 4.29360
C 3.71298 2.31034 4.58274
C 2.96866 3.25310 3.89083
C 2.07667 2.83404 2.91903
C 1.90077 1.48660 2.60258
P 0.68694 1.08076 1.28304
C 1.06902 2.29241 -0.03296
C 0.59047 3.60427 -0.01242
C 0.90188 4.48293 -1.03847
C 1.70094 4.06721 -2.09719
C 2.18830 2.76947 -2.12084
C 1.86880 1.88582 -1.09781
C -0.88114 1.67233 2.01342
C -1.09372 1.56411 3.38784
C -2.33097 1.87590 3.93358
C -3.37009 2.29852 3.11435
C -3.16893 2.40721 1.74547
C -1.93225 2.08969 1.19607
H 1.74439 -3.56710 2.05045
H 3.24676 -1.46826 3.89346
H 4.11340 0.23245 4.84499
H 4.41625 2.61412 5.34698
H 3.07744 4.30920 4.10475
H 1.50158 3.58311 2.39034
H -0.05481 3.94298 0.78877
H 0.51867 5.49579 -1.01108
H 1.94361 4.75637 -2.89741
H 2.80997 2.43449 -2.94272
H 2.23658 0.86959 -1.13800
H -0.29103 1.24045 4.04112
H -2.48118 1.79486 5.00318
H -4.33252 2.54744 3.54349
H -3.97116 2.74398 1.09752
H -1.78351 2.17056 0.12544
C -2.36099 3.70714 -2.54873
Te -1.69223 1.67462 -2.66045
C -3.54777 1.17311 -1.71057
C -4.31850 2.46406 -1.56058
C -5.59971 2.45426 -1.00550
C -6.31267 3.63085 -0.85158
C -5.75011 4.83678 -1.25724
C -4.48138 4.85364 -1.81024
C -3.75360 3.67188 -1.96275
H -2.35239 4.15642 -3.54017
H -1.67644 4.26280 -1.91012
H -3.35132 0.72530 -0.73350
H -4.09080 0.45074 -2.31511
H -6.03729 1.51192 -0.69459
H -7.30658 3.61051 -0.42222
H -6.30344 5.76062 -1.14495
H -4.04395 5.79259 -2.13051
*
```

HOMO-LUMO gap (spin up / spin down) in Eh: 0.2771 / 0.2693
Molecular weight in g mol⁻¹: 999.196
Strongest force on any atom in Eh/bohr: 0.01412
Highest occupied orbital energy (spin up / spin down) in eV: -10.04 / -10.04

Atom charges from the Mulliken analysis, given in e for atoms 1 to 5: V 0.698; C -1.736; C 1.155; C -0.687; C -1.069

***

# 3
The following is a DFT calculation (wB97M-V/def2-TZVPD) of a molecular structure, C56H51MnO3P3S at a distorted geometry.

Structure (ORCA input):
```
! RIJCOSX wB97M-V def2-TZVPD def2/J DEFGRID3
* xyz 0 6
Mn 0.07595 0.74994 1.54135
O 0.71258 -0.79059 -2.29430
S -0.23253 0.20435 -1.70140
C 0.26617 1.81439 -2.38167
C -0.15955 2.30103 -3.60810
C 0.41816 3.45020 -4.13405
C 1.43870 4.08782 -3.43672
C 1.85438 3.58976 -2.20706
C 1.26130 2.45841 -1.66606
P 1.77859 1.72796 -0.06632
C 2.53271 3.11916 0.86473
C 1.92490 4.37403 0.93682
C 2.48077 5.37858 1.71675
C 3.64019 5.14292 2.44595
C 4.24214 3.89537 2.39042
C 3.69054 2.89104 1.60667
C 3.23461 0.74453 -0.58845
C 4.41048 1.30431 -1.09312
C 5.44252 0.49040 -1.52630
C 5.30729 -0.89478 -1.47204
C 4.14071 -1.45825 -0.98599
C 3.10922 -0.63990 -0.54206
C -1.81256 -0.03420 -2.51700
C -1.79161 -0.70648 -3.73324
C -2.97763 -0.88939 -4.42280
C -4.16798 -0.39188 -3.89173
C -4.16919 0.23262 -2.65472
C -2.98746 0.40285 -1.92877
P -2.97979 0.92683 -0.14189
C -4.26460 -0.26380 0.45369
C -3.85221 -1.59814 0.50732
C -4.74647 -2.60632 0.82553
C -6.06861 -2.29450 1.12324
C -6.48001 -0.97009 1.10396
C -5.58466 0.04020 0.76563
C -3.87171 2.52459 -0.18933
C -4.24493 3.07025 1.04169
C -4.88486 4.29786 1.11117
C -5.14518 5.01223 -0.05188
C -4.74834 4.49673 -1.27654
C -4.11144 3.26283 -1.34541
H -0.94305 1.79662 -4.15969
H 0.07557 3.83924 -5.08483
H 1.91077 4.97308 -3.84426
H 2.64505 4.09958 -1.67163
H 1.01935 4.56346 0.37495
H 2.00873 6.35312 1.74822
H 4.06733 5.92695 3.05958
H 5.14780 3.70244 2.95281
H 4.17624 1.92460 1.55743
H 4.52232 2.38060 -1.14564
H 6.35134 0.93265 -1.91535
H 6.11403 -1.52992 -1.81653
H 4.02835 -2.53486 -0.95411
H 2.18816 -1.08013 -0.18034
H -0.84318 -1.07449 -4.10699
H -2.97974 -1.41796 -5.36808
H -5.09985 -0.52310 -4.42868
H -5.10690 0.56318 -2.22262
H -2.81433 -1.84306 0.29878
H -4.41318 -3.63669 0.84708
H -6.77030 -3.08005 1.37484
H -7.50521 -0.71719 1.34667
H -5.93020 1.06699 0.74172
H -4.02305 2.52722 1.95490
H -5.17912 4.69897 2.07309
H -5.64363 5.97180 -0.00196
H -4.93043 5.05800 -2.18476
H -3.78834 2.88278 -2.30682
O -1.01091 2.37631 2.48081
C -1.13338 3.13879 1.47680
O -0.73667 2.84165 0.33324
H -1.61330 4.11594 1.63605
C -4.10299 -1.97500 2.93256
C -2.72612 -2.65549 2.92314
C -2.30187 -2.95487 4.36744
C -2.80896 -3.97050 2.13676
C -1.74833 -1.75646 2.28384
C -0.95274 -0.99984 1.75698
H -4.83398 -2.61002 3.44184
H -4.44932 -1.79153 1.91193
H -4.04981 -1.01648 3.45051
H -2.94716 -3.72931 4.78983
H -2.38548 -2.06198 4.99018
H -1.27065 -3.30828 4.40908
H -3.50015 -4.65814 2.63204
H -1.82847 -4.44570 2.07499
H -3.16719 -3.78972 1.11962
C 0.93152 -0.99062 4.54395
P 1.71198 0.29516 3.50602
C 2.01928 1.59869 4.74897
C 2.72534 1.33065 5.92466
C 2.94755 2.33075 6.85627
C 2.45965 3.61375 6.62758
C 1.74866 3.88617 5.46985
C 1.52925 2.88233 4.53233
C 3.35501 -0.46382 3.22926
C 4.56315 0.16800 3.51099
C 5.76919 -0.46155 3.22855
C 5.78172 -1.73195 2.67092
C 4.58204 -2.36949 2.38604
C 3.37893 -1.73432 2.65018
H 0.70549 -1.85791 3.92929
H -0.01379 -0.59841 4.91760
H 1.58395 -1.26390 5.37274
H 3.11579 0.33569 6.10812
H 3.49536 2.11032 7.76435
H 2.63530 4.39621 7.35602
H 1.36463 4.88220 5.28671
H 0.95921 3.09623 3.63788
H 4.56749 1.15403 3.95965
H 6.70162 0.04364 3.44929
H 6.72292 -2.22259 2.45712
H 4.58305 -3.36001 1.94835
H 2.44686 -2.23020 2.39979
*
```

HOMO-LUMO gap (spin up / spin down) in Eh: 0.2953 / 0.2956
Molecular weight in g mol⁻¹: 951.948
Strongest force on any atom in Eh/bohr: 0.11048
Highest occupied orbital energy (spin up / spin down) in eV: -7.46 / -7.49

Atom charges from the Mulliken analysis, given in e for atoms 1 to 5: Mn 1.886; O -0.864; S 1.519; C 0.652; C -0.588